A:
DFT (ωB97M-V with the def2-TZVPD basis set) results for 2 unconnected molecules or ions with the total composition C5H14NO.

Last column: natural (NBO) charge in e.
Cartesian coordinates (Å):
C (-0.19001, -2.61238, 0.26787)  -0.63
C (1.14788, -1.81661, 0.11795)  -0.40
C (1.11305, -0.46127, -0.63890)  -0.49
C (0.17939, 0.56857, -0.03126)  0.14
C (-1.08471, 0.59280, -0.43372)  -0.35
N (0.87894, 0.93453, 1.31153)  -0.71
H (-0.25490, -3.36070, -0.54707)  0.23
H (-1.05196, -1.94832, 0.17450)  0.20
H (-0.24502, -3.14463, 1.22215)  0.23
H (1.88076, -2.50284, -0.34998)  0.24
H (1.60038, -1.71608, 1.15062)  0.17
H (2.14417, -0.16217, -0.81571)  0.24
H (0.76251, -0.69010, -1.65169)  0.25
H (-1.44143, -0.16612, -1.12210)  0.24
H (-1.79683, 1.42222, -0.41949)  0.26
H (1.50049, 0.14476, 1.51034)  0.45
H (0.20702, 1.02441, 2.07161)  0.46
H (1.46972, 1.74743, 1.13741)  0.45
H (-1.79347, 4.60624, -1.15738)  0.48
H (-2.94675, 3.72346, -1.10717)  0.47
O (-2.07921, 3.81680, -0.68951)  -0.95

Computed properties:
E_LUMO: -3.78 eV
Charge: +1
Gap between HOMO and LUMO: 10.536 eV

=====

B:
DFT (ωB97M-V with the def2-TZVPD basis set) results for 3 unconnected molecules or ions with the total composition C5H14NO.

Last column: natural (NBO) charge in e.
Cartesian coordinates (Å):
C (2.15247, -0.40748, 1.06794)  -0.21
C (1.53477, 0.97686, 0.72641)  -0.40
C (1.85999, 0.09062, -0.43217)  -0.14
C (0.70518, -0.68582, -1.01451)  -0.32
C (-0.43136, 0.22584, -1.51691)  -0.59
N (-3.17025, 0.53124, 0.09413)  -1.02
H (1.44648, -1.02286, 1.60082)  0.26
H (3.19086, -0.53435, 1.35184)  0.26
H (2.12719, 1.88527, 0.75399)  0.26
H (0.49001, 1.08965, 0.97053)  0.27
H (2.62528, 0.30929, -1.16675)  0.28
H (1.19559, -1.30023, -1.78349)  0.27
H (-0.09512, 0.72253, -2.42669)  0.28
H (-0.64358, 1.00499, -0.79001)  0.25
H (-1.40324, -0.25455, -1.46090)  0.27
H (0.21226, -1.44031, -0.23153)  0.37
H (-2.43985, 0.15227, 0.70746)  0.36
H (-3.62026, -0.34025, -0.20430)  0.36
H (-1.13985, -1.18652, 1.92267)  0.48
H (-3.91976, 0.91921, 0.65906)  0.38
O (-0.67680, -0.73540, 1.17238)  -0.65

Computed properties:
E_LUMO: -9.66 eV
Charge: +1
Gap between HOMO and LUMO: 4.146 eV

=====

C:
DFT (ωB97M-V with the def2-TZVPD basis set) results for 2 unconnected molecules or ions with the total composition C5H14NO.

Last column: natural (NBO) charge in e.
Cartesian coordinates (Å):
C (-1.30953, 0.94424, -2.83771)  -0.65
C (-0.56448, 2.14714, -2.26710)  -0.43
C (-0.50523, 1.99290, -0.75688)  -0.41
C (0.40531, 0.77424, -0.16547)  -0.13
C (-0.37613, 0.11259, 0.68074)  -0.09
N (0.15935, -1.12461, 1.40215)  -0.72
H (-0.95417, 1.04302, -3.93759)  0.23
H (-2.51952, 0.84777, -2.75659)  0.24
H (-0.67316, -0.03748, -2.66562)  0.20
H (-1.11110, 3.01293, -2.61406)  0.23
H (0.34680, 2.22817, -2.84393)  0.22
H (-1.62448, 1.87890, -0.56098)  0.22
H (-0.24166, 2.94002, -0.26968)  0.24
H (1.47034, 0.67325, -0.46725)  0.26
H (-1.44446, 0.20932, 0.71549)  0.24
H (0.19285, -1.15531, 2.46156)  0.46
H (1.12414, -1.19958, 1.12082)  0.45
H (-0.53400, -1.93698, 1.16391)  0.46
H (2.11311, -3.55536, 4.22173)  0.50
H (1.06732, -4.10014, 3.07263)  0.48
O (1.97161, -3.60036, 3.20288)  -0.97

Computed properties:
E_LUMO: -3.73 eV
Charge: +1
Gap between HOMO and LUMO: 10.515 eV

=====

D:
DFT (ωB97M-V with the def2-TZVPD basis set) results for 2 unconnected molecules or ions with the total composition C5H14NO.

Last column: natural (NBO) charge in e.
Cartesian coordinates (Å):
C (0.67104, 1.14707, -0.59694)  -0.21
O (1.73259, 0.77747, 0.23548)  -0.64
C (-0.63182, 1.13118, 0.11057)  0.44
C (-1.08588, -0.02416, 0.81736)  -0.59
C (-2.58666, -0.29119, 0.53551)  -0.37
C (-2.76297, -0.69738, -0.93447)  -0.60
N (4.74345, -0.98279, 0.33510)  -1.08
H (0.63918, 0.43339, -1.43589)  0.27
H (0.85955, 2.08689, -1.11829)  0.22
H (1.62939, 1.02637, 1.16804)  0.49
H (-1.17735, 2.06768, 0.22642)  0.23
H (-0.52185, -0.92012, 0.55785)  0.26
H (-1.03280, 0.16183, 1.90606)  0.35
H (-2.99600, -1.04009, 1.20596)  0.25
H (-3.22663, 0.55805, 0.77743)  0.23
H (-3.78417, -0.81152, -1.27780)  0.26
H (-2.16881, -0.00647, -1.54762)  0.18
H (-2.27525, -1.66471, -1.10127)  0.22
H (4.53670, -0.03921, 0.07309)  0.36
H (5.52261, -1.36912, -0.16515)  0.37
H (3.91569, -1.54318, 0.22858)  0.35

Computed properties:
E_LUMO: -7.54 eV
Charge: +1
Gap between HOMO and LUMO: 4.594 eV

=====

Stability, highest: A

=====

A:
DFT (ωB97M-V with the def2-TZVPD basis set) results for 2 unconnected molecules or ions with the total composition C5H14NO.

Last column: natural (NBO) charge in e.
Cartesian coordinates (Å):
C (-1.13731, 2.23598, -0.72179)  -0.60
C (-1.71828, 1.00089, -0.02873)  -0.42
C (-0.99492, 0.63300, 1.27205)  -0.43
C (-0.50089, -0.79350, 1.35464)  -0.21
C (0.42102, -1.94130, -0.75490)  0.16
N (0.39624, -1.00988, 0.13927)  -0.43
H (-1.50812, 2.32703, -1.74768)  0.23
H (-0.04578, 2.17347, -0.76668)  0.18
H (-1.39766, 3.17336, -0.24644)  0.23
H (-1.81904, 0.17184, -0.73157)  0.19
H (-2.76351, 1.25727, 0.17517)  0.23
H (-1.73594, 0.67723, 2.07735)  0.25
H (-0.24427, 1.38695, 1.51808)  0.23
H (-1.37516, -1.44329, 1.43343)  0.24
H (0.18574, -1.09683, 2.13209)  0.24
H (0.32881, -1.64592, -1.80276)  0.22
H (0.24809, -3.00417, -0.64314)  0.21
H (1.00912, -0.26670, -0.21403)  0.46
H (3.03572, 0.49396, -1.27985)  0.49
H (3.68856, -0.69255, -0.63023)  0.50
O (2.84105, -0.35216, -0.91370)  -0.97

Computed properties:
E_LUMO: -5.25 eV
Charge: +1
Gap between HOMO and LUMO: 9.788 eV

=====

B:
DFT (ωB97M-V with the def2-TZVPD basis set) results for 3 unconnected molecules or ions with the total composition C5H14NO.

Last column: natural (NBO) charge in e.
Cartesian coordinates (Å):
C (-2.76118, 1.30398, -0.99903)  -0.74
C (-1.97890, 0.08668, -1.11989)  0.27
C (-1.35151, -0.58009, -0.07169)  -0.15
C (-0.46069, -1.57117, -0.36510)  -0.06
C (-1.52987, -0.09705, 1.34826)  -0.66
N (4.42013, 0.18839, 0.14185)  -1.09
H (-2.17206, 2.02115, -0.43247)  0.29
H (-3.72963, 1.18045, -0.49665)  0.31
H (-1.81114, -0.30717, -2.12252)  0.22
H (2.45221, 0.19973, 0.48920)  0.52
H (-0.30420, -1.93313, -1.37918)  0.23
H (-0.15082, -2.24836, 0.42422)  0.25
H (-1.07929, -0.76616, 2.06727)  0.26
H (-2.59447, 0.01352, 1.51834)  0.24
H (-0.96535, 0.81512, 1.53405)  0.27
H (4.64106, -0.50782, -0.56221)  0.37
H (4.86902, -0.16030, 0.98367)  0.38
H (4.92040, 1.03522, -0.11283)  0.38
H (-3.01202, 1.72811, -1.96145)  0.27
H (1.00740, -0.37465, 0.21532)  0.43
O (1.59090, -0.02645, 0.90085)  -0.95

Computed properties:
E_LUMO: -6.98 eV
Charge: +1
Gap between HOMO and LUMO: 6.560 eV

=====

Stability, highest: A